Entry 1:
{
  "formula": "C42H47N3PSSeSn",
  "method": "the ωB97M-V functional and the def2-TZVPD basis",
  "elements": ["C", "P", "C", "H", "C", "H", "Se", "H", "C", "N", "H", "N", "H", "H", "C", "H", "H", "C", "C", "H", "C", "C", "H", "H", "C", "H", "H", "H", "C", "H", "H", "H", "H", "C", "H", "C", "H", "C", "S", "C", "H", "C", "H", "C", "H", "H", "C", "H", "C", "C", "C", "C", "C", "C", "H", "C", "C", "H", "H", "C", "C", "H", "C", "H", "C", "H", "H", "C", "H", "C", "C", "N", "H", "C", "H", "H", "Sn", "H", "H", "H", "C", "H", "H", "C", "H", "C", "H", "H", "C", "C", "C", "C", "C", "H", "H", "H"],
  "coordinates": [[3.787, 0.084, 1.920], [1.895, -1.823, 2.768], [-4.614, -2.085, -3.243], [2.390, 0.524, -5.356], [1.801, 0.720, -3.286], [0.416, -2.802, 4.377], [-2.775, -1.312, -0.880], [0.412, 8.508, -1.520], [-0.221, -5.131, 0.423], [-0.554, 2.194, 3.208], [0.632, 0.770, 5.696], [0.546, -1.898, -1.093], [4.605, 0.756, 2.188], [-0.770, -6.683, 1.795], [-1.419, -4.744, 2.464], [-2.090, 2.968, -1.422], [-1.890, -5.128, 3.363], [0.558, -3.991, -2.234], [-0.642, 1.214, 4.134], [2.748, -3.079, 0.176], [-2.999, 1.246, -2.340], [1.309, -2.180, 4.483], [-1.121, 1.507, -1.307], [-0.876, 2.408, 1.186], [1.325, 0.095, -2.167], [3.222, -3.861, 3.111], [3.266, -2.308, 5.441], [1.731, -4.143, 2.209], [-0.840, -2.857, 1.051], [2.466, -3.864, 5.235], [4.110, -0.498, 1.054], [1.186, -3.987, -4.267], [-5.240, -2.296, -2.374], [-1.427, -3.381, 2.204], [-3.752, -2.749, -3.162], [-2.145, 1.886, -1.294], [-5.282, -0.265, -5.056], [-3.352, -0.108, -2.267], [-1.782, -0.016, 4.319], [2.590, -3.472, 2.308], [-4.569, 1.940, -6.484], [-0.433, 6.774, -0.570], [1.920, -2.756, 6.484], [1.773, -1.339, -4.532], [3.203, -0.212, 3.977], [1.201, 0.658, -1.242], [1.981, 5.529, -1.105], [-1.384, 7.251, -0.361], [-3.468, 2.025, -3.396], [1.778, 6.845, -1.484], [1.021, -3.403, -3.369], [0.570, 7.480, -1.220], [2.297, -2.810, 5.460], [2.019, 0.005, -4.481], [-4.349, 3.367, -5.471], [0.979, 4.798, -0.446], [-4.799, 2.374, -5.509], [-2.544, 1.664, -0.304], [2.938, 0.691, 1.596], [0.599, 2.936, 3.396], [-4.188, -0.643, -3.265], [2.012, 1.782, -3.239], [-4.290, 1.511, -4.386], [1.941, -1.903, -5.442], [-0.800, -5.621, 1.581], [0.930, -1.231, 4.865], [-5.883, 2.500, -5.458], [3.420, -0.824, 3.094], [0.327, -5.045, -2.207], [1.177, 3.441, -0.051], [1.043, -1.286, -2.208], [0.446, 1.389, 4.930], [0.277, -5.816, -0.253], [-1.466, 2.402, 2.102], [-5.173, -2.331, -4.147], [3.746, -4.425, 0.734], [-0.536, -0.694, 0.672], [0.874, 3.721, 2.715], [2.144, 2.733, 4.952], [4.232, -2.765, 1.067], [-4.639, 0.171, -4.296], [-1.026, 4.909, 0.307], [-3.179, 3.071, -3.432], [-0.251, -3.761, 0.158], [-1.993, 3.350, 2.234], [-0.234, 5.457, -0.189], [-2.187, 1.588, 2.096], [-1.892, -2.710, 2.919], [3.372, -3.433, 0.998], [0.317, -3.197, -1.083], [1.224, 2.444, 4.480], [1.289, 2.261, 0.296], [1.286, -2.015, -3.392], [4.254, -1.481, 3.365], [2.570, 7.383, -1.991], [2.923, 5.037, -1.310]],
  "mulliken_charge": [-1.0961, 0.9214, -1.6371, 0.3793, -0.5785, 0.1584, -0.2611, 0.3623, -0.6400, 0.4757, 0.3025, 0.9100, 0.4386, 0.3567, -0.5242, 0.1877, 0.4374, -1.2221, 0.0918, 0.1339, 0.9334, 0.0089, -0.0994, -0.1526, 0.5511, 0.6202, 0.2803, 0.2716, -0.0234, 0.3069, 0.2301, 0.4090, 0.3195, -0.7930, 0.2634, -0.3803, 0.2837, -0.0903, -0.4098, -0.6931, 0.3409, -0.7011, 0.4481, -0.9006, 0.5242, -0.7746, -0.5258, 0.3770, -1.0982, -0.4210, -1.1702, -0.3959, -1.4853, -0.6648, 0.3339, 0.0411, -1.5119, 0.0334, 0.1003, -0.2170, 1.1104, 0.5818, 0.6026, 0.4004, -0.8209, -0.3123, 0.3099, -0.8871, 0.4251, -0.1578, -0.6510, 0.0119, 0.3281, -0.8120, 0.3630, 0.3884, 0.9011, 0.3866, 0.4537, 0.3686, -1.0000, 0.2892, 0.3021, 1.6341, 0.3586, -0.1021, 0.4748, 0.3511, -1.3026, 0.1725, -0.8165, -0.4158, 1.4799, 0.4234, 0.3572, 0.4382],
  "total_charge": -1,
  "spin_multiplicity": 1
}

***

Entry 2:
{
  "formula": "C42H48BClGeHgIN4O10SbSi3",
  "method": "the ωB97M-V functional and the def2-TZVPD basis",
  "elements": ["O", "Ge", "H", "H", "H", "C", "C", "I", "B", "H", "H", "H", "Sb", "H", "H", "C", "C", "O", "N", "C", "C", "H", "C", "H", "H", "C", "C", "H", "H", "C", "C", "O", "C", "H", "C", "H", "C", "H", "H", "H", "N", "H", "C", "H", "H", "O", "H", "H", "H", "H", "H", "C", "C", "C", "N", "O", "C", "N", "C", "H", "H", "H", "H", "Si", "O", "C", "H", "H", "H", "Si", "C", "C", "O", "C", "Hg", "H", "C", "H", "C", "H", "H", "C", "H", "C", "H", "C", "H", "H", "H", "H", "C", "C", "C", "C", "C", "O", "O", "H", "Cl", "C", "H", "C", "H", "H", "C", "Si", "C", "O", "C", "C", "H", "C", "C"],
  "coordinates": [[6.382, 3.960, 2.280], [-0.602, -2.877, 0.928], [-2.368, -0.868, 2.323], [-0.477, 2.765, -2.274], [-3.889, -0.914, 4.266], [-3.571, 3.734, 0.711], [4.239, 2.425, 2.803], [-0.500, -2.519, -5.569], [0.116, 0.933, 3.217], [-4.062, 2.488, 6.455], [-1.648, 4.048, -1.993], [-4.862, -1.697, 0.809], [-2.902, 0.674, -0.951], [3.700, 3.294, -0.435], [-3.121, 0.405, -4.861], [3.107, 1.645, 2.953], [-1.326, 3.292, -2.713], [5.749, 4.366, 0.260], [1.501, 2.001, -0.385], [-3.185, 1.995, 6.058], [-2.749, -4.100, 4.382], [-6.069, 0.137, -2.872], [-3.330, -1.803, 3.996], [1.115, -4.912, -0.458], [5.115, -1.218, 0.134], [1.656, -4.653, 0.445], [-0.968, 0.721, 5.104], [-6.039, 3.026, -1.275], [-1.543, 0.184, -4.103], [-1.613, 1.676, 4.333], [-2.250, 0.932, -4.467], [1.889, 2.485, -1.474], [2.905, -5.213, 0.677], [-2.855, -5.010, 4.959], [-6.123, -0.722, -2.202], [-5.157, 2.340, -3.457], [3.516, -2.350, -4.052], [-4.221, 3.417, -4.497], [-1.342, -4.961, 3.018], [-5.444, -3.036, -0.192], [5.608, 3.843, 1.346], [1.417, -2.712, 3.202], [-4.291, 3.003, -3.489], [-3.514, 4.291, -0.227], [-3.887, 0.910, 2.553], [3.163, 1.531, 5.250], [-3.205, 3.104, 4.193], [4.582, -5.325, 2.012], [-3.879, -3.295, -2.900], [-2.551, 3.567, 1.058], [-1.773, 1.477, -5.284], [2.128, 1.491, 1.979], [2.345, 2.094, 0.710], [-4.637, -2.311, -0.064], [1.967, -1.038, -0.983], [0.296, 1.536, -0.292], [2.400, -2.501, -4.820], [3.018, 0.900, 4.221], [2.134, -1.478, -2.250], [-2.934, 0.778, 7.800], [-2.495, -2.195, -2.864], [3.605, -3.736, 3.641], [-5.294, 1.953, 2.775], [-4.424, -1.269, -1.609], [-0.955, 1.815, 3.132], [3.411, -1.849, -2.735], [-0.897, -0.388, 6.936], [2.490, -2.912, -5.817], [-6.733, 1.611, -0.492], [-2.701, 2.087, -3.081], [3.608, -4.887, 1.828], [-2.547, 1.023, 6.821], [0.125, 0.250, 4.422], [0.922, -1.592, -3.058], [-0.457, -0.666, -0.232], [5.497, -1.968, -2.207], [-3.581, -2.245, -2.954], [-6.684, 3.154, 0.365], [-2.470, -1.780, 2.906], [-4.468, 3.827, -2.797], [-1.277, -3.915, -0.013], [1.821, -3.425, 2.495], [3.332, -5.900, -0.044], [-1.411, 0.364, 6.354], [-6.778, -0.463, -1.370], [-1.743, -2.908, 2.531], [-4.097, 4.354, 1.440], [4.958, 2.531, 3.599], [2.789, -0.694, 0.854], [-0.985, 3.799, -3.618], [1.099, -3.750, 1.349], [-6.136, 2.506, -0.325], [4.300, -1.302, -0.571], [-1.897, -4.070, 3.287], [1.138, -2.142, -4.331], [2.851, -0.298, 4.148], [-0.212, -1.246, -2.597], [-5.461, 0.399, 1.944], [5.074, -2.816, -4.698], [2.991, -0.985, -0.171], [-6.585, -1.547, -2.750], [-2.723, 2.346, 4.790], [-4.131, -2.990, 5.593], [-3.720, -2.862, 0.156], [3.525, 2.845, 0.529], [-4.470, 2.113, 0.445], [4.411, 3.009, 1.563], [1.029, 0.731, 2.227], [4.506, -1.717, -1.854], [3.062, -3.995, 2.741], [-3.846, -1.864, -3.942], [-3.468, -2.966, 4.738], [-4.806, 1.261, 2.083]],
  "mulliken_charge": [-0.6533, -0.3199, -0.0862, -0.1128, 0.3688, -0.9109, -0.7633, -0.0384, 1.6501, 0.4195, 0.2200, 0.0481, -1.5915, 0.7445, 0.3040, 0.0895, -0.6247, -0.6195, 0.7854, -0.6233, -0.6765, 0.2352, -0.4707, 0.3661, 0.5999, -0.4666, 0.1259, 0.2248, -0.2422, 0.9979, -0.4669, -0.8493, -0.6365, 0.3757, -1.1473, 0.2145, 0.5287, 0.4448, 0.4003, 0.5337, 1.0525, 0.3376, -1.1515, 0.2769, -0.6079, -0.6405, 0.6423, 0.3632, 0.4471, 0.1945, 0.4443, -0.4411, -0.0630, -0.6284, 0.8056, 0.1794, -0.5605, 1.0333, -0.4126, 0.3895, -0.2080, 0.4451, 0.5273, 0.6387, -0.4931, 0.4174, 0.5795, 0.4066, 0.2447, 0.5092, -0.4728, -0.7046, -0.5287, -0.3403, 2.3510, 0.4002, -0.4585, 0.3811, 0.4669, 0.2848, -0.1319, -0.0233, 0.4105, -0.8517, 0.3111, 0.2485, 0.4292, 0.6236, 1.0457, 0.4274, 0.0418, -1.0356, -1.5712, -0.3622, -0.4225, -0.5121, -0.3533, 0.4309, -0.3150, -0.6646, 0.3976, -1.1099, 0.3903, 0.0453, -0.3739, 0.4151, -0.7873, 0.1605, -0.9723, -0.6196, 0.3379, -0.7740, -0.3198],
  "total_charge": -1,
  "s2": 0.78,
  "de_lowest_kj_mol": 7.96,
  "spin_multiplicity": 2
}

***

We obtain electronic energy values of -140090.1870 -182930.3408 eV for the records listed above, in that order.